Formula: CH6P2
Source: the OMol25 dataset
Level of theory: wB97M-V/def2-TZVPD

Atoms and positions in Å:
P (-1.685, 0.626, -0.140)
P (1.296, 0.516, -0.403)
C (0.067, 0.170, 1.016)
H (-2.295, -0.507, 0.172)
H (2.318, 0.174, 0.416)
H (0.240, -0.786, 1.509)
H (1.455, -0.690, -1.086)
H (0.237, 1.094, 1.690)
H (-1.226, 0.211, -1.372)

The LUMO energy is 0.834 eV. The structure (SMILES) is PCP. The HOMO energy is -9.4799 eV. Its net charge is 0. For the molecular weight, the calculation gives 80.007 g/mol. Its HOMO-LUMO gap is 10.31 eV.